Density functional theory data (wB97M-V/def2-TZVPD) for C36H38O2P2Pd as an isolated structure in a non-equilibrium geometry.

Computed properties:
gap between HOMO and LUMO (spin up / spin down)	5.7 / 5.1	eV
max |F|	4.434	eV/Å
net charge	+2
E_LUMO (spin up / spin down)	-0.194 / -0.319	hartree
⟨S²⟩	6.02
total energy	-64077.286	eV
energy above the lowest of the compared OMol25 structures with the same formula, charge and spin	16.66	kcal per mole
HOMO level (spin up / spin down)	-11.004 / -13.747	eV
spin multiplicity	5

```
79
Properties=species:S:1:pos:R:3:lowdin_charge:R:1
Pd -0.0417 1.6601 -1.6451 0.793
C -1.7348 1.2369 -2.5499 -0.317
C -1.8242 -0.2364 -2.1676 -0.341
C -1.1122 -1.1820 -3.1190 -0.203
C 0.1804 -0.6453 -3.7591 -0.165
C 0.9331 0.4479 -3.0229 -0.236
C 0.8842 1.8180 -3.4020 -0.262
C -0.2124 2.3740 -4.2914 -0.170
C -1.5760 1.6708 -4.0071 -0.182
C 1.1036 -0.0128 2.6317 -0.179
H -2.5290 1.8153 -2.0556 0.090
H -2.9015 -0.4633 -2.1422 0.112
H -1.8385 -1.4338 -3.9034 0.129
H -0.8852 -2.1090 -2.5745 0.087
H 0.8475 -1.5187 -3.8122 0.120
H -0.0128 -0.3614 -4.8079 0.124
H 1.8460 0.0689 -2.5460 0.066
H 1.7877 2.4228 -3.2381 0.099
H 0.0495 2.3653 -5.3678 0.131
H -0.3382 3.4452 -4.0069 0.121
H -2.3530 2.4330 -4.1675 0.120
H -1.8253 0.8484 -4.6868 0.111
H 0.4583 0.8571 2.4325 0.039
H 1.5756 0.1296 3.6121 0.093
H 0.4343 -0.8733 2.6948 0.063
P -1.5718 -0.9215 -0.2848 1.166
P 2.3028 -0.2346 1.3404 1.024
C 0.1551 -1.4870 -0.1233 -0.209
C 1.4152 -0.9140 -0.0906 -0.228
C -2.4663 -2.3299 0.4613 -0.341
C -2.7140 -3.5628 -0.1637 -0.066
C -3.3751 -4.5765 0.5396 -0.053
C -3.7505 -4.3994 1.8766 -0.041
C -3.4342 -3.1996 2.5325 -0.046
C -2.7803 -2.1829 1.8350 -0.097
C -2.7021 0.4247 0.3337 -0.333
C -2.2469 1.7343 0.5356 -0.167
C -3.1427 2.7948 0.7000 -0.074
C -4.5196 2.5828 0.5819 -0.052
C -5.0018 1.2709 0.5082 -0.046
C -4.1004 0.2033 0.4039 -0.065
C 3.7756 -1.2233 1.7282 -0.299
C 3.5373 -2.5445 2.1665 -0.082
C 4.6048 -3.3692 2.5253 -0.052
C 5.9177 -2.9104 2.3793 -0.035
C 6.1654 -1.6516 1.8133 -0.044
C 5.1002 -0.8139 1.4754 -0.060
C 2.7996 1.4224 0.7441 -0.312
C 2.5004 2.5830 1.4879 -0.069
C 2.9229 3.8435 1.0404 -0.048
C 3.5795 3.9790 -0.1919 -0.037
C 3.7692 2.8402 -0.9915 -0.060
C 3.3687 1.5820 -0.5291 -0.114
H 0.2007 -2.6061 -0.1098 0.121
H 2.1548 -1.2870 -0.8306 0.112
H -2.4151 -3.7067 -1.2048 0.112
H -3.6049 -5.5202 0.0360 0.121
H -4.2712 -5.1968 2.4211 0.124
H -3.7158 -3.0495 3.5776 0.120
H -2.5475 -1.2496 2.3634 0.088
H -1.1660 1.9290 0.5373 0.075
H -2.7418 3.7929 0.8881 0.121
H -5.2130 3.4333 0.6019 0.125
H -6.0824 1.0818 0.5230 0.126
H -4.5043 -0.8126 0.3848 0.117
H 2.5110 -2.9151 2.2309 0.110
H 4.4154 -4.3730 2.9142 0.122
H 6.7584 -3.5359 2.6849 0.124
H 7.1891 -1.3197 1.6244 0.123
H 5.2767 0.1681 1.0218 0.109
H 1.9625 2.4872 2.4296 0.103
H 2.7609 4.7294 1.6657 0.122
H 3.9225 4.9654 -0.5318 0.126
H 4.2634 2.9333 -1.9632 0.123
H 3.5341 0.7099 -1.1667 0.106
O -3.6866 1.3823 3.6606 0.277
C -2.4319 1.4023 3.7868 -0.343
O -1.5312 0.7632 3.1506 -0.049
H -2.0618 2.0970 4.5719 0.184
```